(1)
{"formula": "C3H10N2O3PS", "method": "the ωB97M-V functional and the def2-TZVPD basis", "total_charge": -1, "energy_ev": -32519.2386, "e_lumo_ev": [1.80, 1.80], "orbital_gap_ev": [4.40, 4.41], "molar_mass_g_mol": 185.2, "homo_ev": [-2.6, -2.6], "multiplicity": 1, "relative_energy_kcal_mol": 43.57, "symbols": ["C", "C", "C", "N", "N", "O", "O", "O", "P", "S", "H", "H", "H", "H", "H", "H", "H", "H", "H", "H"], "positions_angstrom": [[1.408, 2.167, 0.776], [0.223, -1.219, 1.189], [-0.645, -1.585, -1.613], [1.314, 1.754, -0.687], [0.300, 0.863, -0.856], [-3.434, -0.438, 1.174], [2.142, -1.047, -0.842], [-3.729, 1.271, -0.648], [0.697, -0.737, -0.567], [-2.801, 0.452, 0.172], [0.483, 2.271, 1.197], [1.802, 1.273, 1.386], [2.079, 3.034, 0.809], [-0.611, -0.621, 1.587], [-0.115, -2.324, 1.119], [1.064, -0.935, 1.865], [-0.242, -2.579, -1.705], [-1.520, -1.676, -1.065], [-0.701, -1.082, -2.593], [2.285, 1.157, -0.697]], "forces_ev_per_a": [[2.889, -2.062, -1.314], [-0.243, -1.012, -0.446], [3.323, 0.498, -0.191], [4.501, 0.038, 2.045], [-1.950, -3.190, -0.330], [1.042, 1.575, -1.728], [-0.389, -0.870, 0.215], [1.807, -1.636, 1.690], [-1.394, 3.020, -0.519], [-2.847, 0.187, -0.050], [-2.682, 1.089, 0.698], [0.064, 1.204, -0.580], [-0.224, -0.113, 0.499], [0.047, -0.277, -0.562], [0.886, 1.496, 0.833], [-0.317, -0.962, -0.524], [0.021, -0.698, -0.431], [-1.951, 0.134, 0.828], [-0.179, -0.194, 0.663], [-2.405, 1.771, -0.798]]}

(2)
{"formula": "C11H18N2O6STc", "method": "the ωB97M-V functional and the def2-TZVPD basis", "s_squared": 0.75, "total_charge": 2, "energy_ev": -39982.4809, "e_lumo_ev": [-9.08, -8.76], "orbital_gap_ev": [7.10, 7.52], "molar_mass_g_mol": 404.3, "homo_ev": [-16.2, -16.3], "multiplicity": 2, "relative_energy_kcal_mol": 0.19, "symbols": ["Tc", "C", "C", "C", "O", "C", "O", "O", "H", "H", "H", "H", "H", "H", "H", "C", "N", "C", "C", "C", "O", "N", "C", "O", "H", "H", "H", "H", "H", "C", "S", "C", "O", "H", "H", "H", "H", "H", "H"], "positions_angstrom": [[-0.759, 0.317, -0.853], [0.837, -2.780, -3.394], [0.133, -2.329, -2.139], [0.281, -3.299, -0.976], [0.642, -0.974, -1.745], [-1.332, -2.068, -2.368], [-2.088, -2.668, -3.031], [-1.816, -0.977, -1.551], [1.881, -3.012, -3.187], [0.784, -2.021, -4.174], [0.344, -3.682, -3.755], [1.310, -3.317, -0.615], [0.027, -4.297, -1.330], [-0.376, -3.049, -0.141], [1.474, -1.062, -1.247], [1.516, -1.329, 3.895], [0.493, -0.666, 3.052], [-0.587, -0.057, 3.598], [-1.562, 0.606, 2.896], [-1.387, 0.599, 1.519], [-2.073, 1.124, 0.553], [-0.308, -0.045, 0.979], [0.708, -0.692, 1.673], [1.659, -1.198, 1.141], [1.320, -1.073, 4.931], [2.501, -0.980, 3.601], [1.461, -2.405, 3.755], [-0.637, -0.116, 4.678], [-2.402, 1.076, 3.381], [-1.599, 4.061, -0.885], [-0.111, 3.432, -0.169], [1.120, 4.422, -0.951], [0.119, 2.038, -0.889], [-1.743, 5.065, -0.480], [-2.413, 3.416, -0.560], [-1.495, 4.086, -1.969], [1.042, 5.418, -0.507], [0.944, 4.448, -2.025], [2.089, 3.988, -0.710]], "forces_ev_per_a": [[0.321, -0.320, 1.349], [-0.001, 0.037, -0.100], [0.433, 0.440, 0.199], [-0.025, -0.019, 0.033], [0.413, -0.180, -0.495], [-0.585, 0.153, 0.096], [0.087, 0.005, -0.009], [0.104, 0.077, -0.186], [-0.033, 0.000, 0.034], [-0.019, -0.009, 0.012], [0.027, -0.018, -0.041], [0.030, 0.011, -0.088], [-0.034, -0.006, 0.045], [0.006, 0.009, -0.022], [-0.129, -0.127, 0.114], [-0.172, 0.056, -0.100], [0.070, -0.026, 0.143], [0.131, -0.064, 0.043], [-0.009, -0.051, 0.080], [-0.403, 0.224, -0.297], [0.084, 0.047, 0.317], [-0.091, -0.378, -0.500], [-0.188, 0.167, 0.240], [-0.007, -0.022, -0.098], [0.015, -0.021, 0.010], [0.023, 0.037, -0.006], [-0.005, -0.026, 0.002], [0.009, 0.005, -0.012], [0.013, 0.005, 0.007], [-0.134, 0.040, -0.091], [-0.104, -0.244, 0.277], [0.100, 0.110, -0.106], [0.068, 0.000, -0.773], [-0.004, -0.014, -0.032], [-0.008, 0.029, -0.008], [-0.057, 0.021, 0.005], [0.026, -0.013, -0.047], [0.054, 0.027, 0.010], [-0.007, 0.039, -0.006]]}